# 1
C26H51BN7O37 | wB97M-V/def2-TZVPD

XYZ file:
```
122
Properties=species:S:1:pos:R:3:forces:R:3
O -1.15081 3.16718 0.03929 0.1 -0.4 -0.2
C -0.70941 2.11709 -0.35867 -0.3 1.5 -0.2
O -0.48818 1.06127 0.35497 0.1 -1.2 0.9
B 0.14940 0.00140 -0.44313 0.2 0.4 -0.5
O 0.33512 0.63663 -1.78462 -0.1 -0.7 0.4
C -0.21178 1.83336 -1.78323 0.3 0.3 -0.4
O -0.22796 2.60279 -2.70199 -0.1 0.1 0.0
O -0.67959 -1.20989 -0.53811 -0.8 -0.3 0.2
C -0.01934 -2.23947 -0.03803 1.3 -0.2 -1.3
O -0.30179 -3.40340 -0.04099 -1.0 0.1 0.2
C 1.39447 -1.74505 0.30485 -0.6 -0.6 1.6
O 1.41089 -0.44358 0.15574 0.3 0.7 -0.4
O 2.21382 -2.46263 0.79612 0.6 0.3 -0.4
C -3.33680 -3.91907 -1.59311 0.1 -1.1 -0.2
N -4.34000 -4.11895 -0.51785 0.8 0.2 0.2
O -5.20002 -3.28728 -0.40334 -0.7 0.5 0.0
O -4.17256 -5.06196 0.22022 -0.1 -0.5 0.3
H -3.89650 -3.82767 -2.51872 0.2 0.6 0.0
H -2.76408 -4.84229 -1.62351 0.1 0.1 0.0
H -2.68635 -3.10199 -1.29774 -0.2 0.3 -0.2
C -1.64210 -4.88478 2.61574 0.9 0.6 -0.4
N -0.19911 -4.96210 3.06601 0.4 0.1 0.0
O 0.10931 -4.58521 4.18437 -0.5 -0.3 -0.3
O 0.60662 -5.32305 2.22835 -0.2 -0.1 0.2
H -2.27793 -5.60513 3.11512 0.2 0.0 0.2
H -1.56476 -5.02308 1.54348 -0.3 -0.2 0.0
H -1.92224 -3.85556 2.82156 -0.3 -0.1 0.2
C 0.81008 5.44678 -1.73846 0.3 -0.9 -1.0
N 1.52476 6.71147 -1.91684 0.2 1.6 0.0
O 0.85641 7.71520 -2.14127 0.1 -0.4 0.1
O 2.73815 6.71674 -1.84651 -0.3 -0.2 0.1
H -0.11750 5.48945 -2.29614 -0.2 0.2 0.4
H 0.68776 5.21949 -0.68515 0.0 0.1 0.0
H 1.44904 4.72664 -2.25069 0.0 -0.3 0.4
C 0.37355 -3.10822 -3.25976 0.3 -0.3 -1.0
N 1.81547 -3.34523 -3.66607 -1.0 0.8 1.7
O 2.27243 -4.44692 -3.49622 0.2 -0.6 -0.5
O 2.41443 -2.35492 -3.99957 0.6 0.1 -0.6
H 0.10022 -3.76401 -2.44163 0.2 0.0 0.0
H -0.17134 -3.36740 -4.16704 -0.3 0.1 0.2
H 0.28456 -2.04812 -3.05410 -0.1 0.0 0.1
C 2.78413 -5.29180 -0.56347 0.4 0.9 0.4
N 3.00398 -6.75172 -0.54544 0.1 -0.1 0.0
O 3.47083 -7.25502 -1.54784 0.1 -0.1 -0.1
O 2.70760 -7.36654 0.45688 -0.1 0.1 0.0
H 3.21901 -4.85605 -1.45317 -0.3 -0.4 -0.3
H 3.31203 -4.82131 0.26344 -0.2 -0.4 0.3
H 1.72489 -5.08285 -0.44085 0.0 -0.1 0.0
C 0.11036 2.57737 -6.08483 0.3 1.0 0.7
N 0.60194 1.23843 -6.49909 0.4 0.1 0.0
O 1.02636 0.51009 -5.62119 -0.4 0.0 -0.4
O 0.66702 1.00925 -7.69524 -0.3 -0.1 0.3
H -0.95891 2.76021 -6.15345 -0.1 -0.7 -0.4
H 0.63131 3.30686 -6.70057 -0.1 -0.1 -0.1
H 0.38012 2.73439 -5.04353 0.1 -0.3 0.0
C -1.13018 -0.41110 3.05839 -1.2 -0.3 0.1
N -1.59964 -0.98637 4.36300 0.7 0.9 -0.1
O -1.89468 -0.19229 5.23149 -0.2 0.1 0.2
O -1.66040 -2.18291 4.46072 -0.2 -0.6 0.0
H -2.02026 -0.54521 2.44019 0.3 0.0 -0.4
H -0.30120 -1.00644 2.69555 0.1 0.2 0.1
H -0.97333 0.65117 3.17823 0.4 -0.1 0.1
C -3.96815 3.36526 2.59324 0.8 0.3 -1.0
O -5.32533 3.09037 2.29228 -0.6 -0.4 0.8
C -6.08631 3.99175 1.68432 1.1 0.2 -0.3
O -5.70946 5.06185 1.28351 -0.2 0.3 0.1
O -7.28169 3.45621 1.54267 -0.8 -0.7 0.0
C -8.33173 4.24759 1.00371 -0.1 0.4 0.0
H -3.61115 2.51426 3.16439 0.0 0.0 0.0
H -3.74100 4.29009 3.12539 -0.7 0.0 0.2
H -3.43390 3.45237 1.64290 0.2 -0.2 0.1
H -9.04256 3.61611 0.47631 0.3 -0.3 0.0
H -7.93912 4.99446 0.31744 0.0 0.1 0.1
H -8.87307 4.69340 1.83816 0.1 0.3 -0.1
C -3.20205 4.96386 -2.22251 -0.4 1.1 0.6
O -3.51229 3.70885 -2.78354 0.5 -1.1 -0.2
C -4.45302 3.61190 -3.72457 -0.1 1.4 0.5
O -5.29372 4.45153 -3.94141 0.1 -0.4 -0.3
O -4.29177 2.46480 -4.36461 0.4 -0.4 0.0
C -4.99154 2.30209 -5.59040 -0.3 -0.5 -0.1
H -4.10414 5.54325 -2.02124 0.0 0.0 -0.3
H -2.52501 5.54389 -2.85089 -0.1 -0.1 -0.3
H -2.70564 4.84587 -1.26193 0.0 -0.6 -0.1
H -6.06388 2.22171 -5.41898 0.0 0.3 -0.1
H -4.65601 1.34779 -5.99223 0.1 0.0 0.1
H -4.74099 3.08419 -6.30413 -0.2 0.2 0.1
C 4.20181 -4.81735 3.28480 -1.0 0.9 0.1
O 4.93961 -6.01112 3.05974 0.0 0.4 -0.8
C 5.36298 -6.64461 4.12486 0.4 -0.3 1.5
O 5.20263 -6.33272 5.28494 -0.2 0.0 -0.5
O 6.06215 -7.70932 3.73623 0.1 -0.2 -1.2
C 6.48537 -8.66514 4.68988 -0.6 -0.2 0.1
H 4.80443 -3.95844 3.57974 0.4 -0.4 0.4
H 3.39968 -4.97954 4.00104 0.2 -0.1 0.2
H 3.71064 -4.48085 2.37327 0.2 -0.6 -0.3
H 6.81428 -8.15856 5.59370 0.1 -0.3 0.1
H 7.23365 -9.29671 4.21746 0.3 0.4 0.0
H 5.65843 -9.35281 4.88866 -0.1 0.3 0.3
C 0.20985 1.86452 7.53925 0.4 -0.1 1.3
O -0.16332 2.74441 6.49454 -0.2 -0.2 0.3
C 0.34548 2.47628 5.30613 0.1 0.6 -0.8
O 1.06740 1.56867 4.99907 0.0 -0.3 0.2
O -0.06530 3.45092 4.47659 -0.2 -0.2 0.3
C 0.38532 3.34997 3.13828 0.3 -0.1 -0.8
H 1.27608 1.90933 7.76871 0.1 0.0 -0.5
H -0.06630 0.81931 7.42120 -0.2 0.1 -0.6
H -0.27070 2.24273 8.44085 -0.3 0.0 -0.2
H 1.44261 3.59977 3.03326 0.0 0.0 0.3
H -0.19963 4.04381 2.54087 -0.1 0.0 0.2
H 0.25404 2.35191 2.72172 -0.1 0.0 0.2
C 3.14955 1.37441 -2.75252 -0.7 0.3 0.4
O 4.44461 1.66260 -3.27247 0.3 -0.2 -0.2
C 4.89796 2.89950 -3.06807 -1.0 -0.1 0.0
O 4.20756 3.87207 -2.90796 0.1 0.4 0.2
O 6.21067 2.87331 -3.07427 1.3 -0.3 -0.5
C 6.87497 4.11541 -2.80211 -1.2 0.2 0.4
H 2.52674 2.26684 -2.68815 0.2 0.1 -0.1
H 3.28570 0.97809 -1.74574 -0.1 -0.2 -0.1
H 2.61109 0.67277 -3.38235 0.4 -0.2 -0.1
H 6.49953 4.89859 -3.45994 0.1 0.0 -0.1
H 7.94506 3.99077 -2.90651 0.0 -0.3 0.0
H 6.57159 4.37102 -1.78511 0.5 0.3 0.0
```
Positions in Å, forces in eV/Å.

Its total energy is -4213.035189 hartree. As for the gap between HOMO and LUMO: 10.3844 eV. The charge is -1.

Here are the Löwdin charges for atoms 1 to 99, given in e:
1 O 0.13
2 C -0.38
3 O 0.23
4 B -0.88
5 O 0.22
6 C -0.38
7 O 0.14
8 O 0.22
9 C -0.40
10 O 0.13
11 C -0.40
12 O 0.25
13 O 0.17
14 C 0.05
15 N -0.46
16 O 0.07
17 O 0.06
18 H 0.10
19 H 0.10
20 H 0.09
21 C 0.05
22 N -0.42
23 O 0.05
24 O 0.05
25 H 0.10
26 H 0.07
27 H 0.07
28 C 0.04
29 N -0.45
30 O 0.04
31 O 0.07
32 H 0.08
33 H 0.10
34 H 0.09
35 C 0.07
36 N -0.44
37 O 0.06
38 O 0.08
39 H 0.08
40 H 0.10
41 H 0.09
42 C 0.03
43 N -0.44
44 O 0.06
45 O 0.06
46 H 0.08
47 H 0.08
48 H 0.09
49 C 0.04
50 N -0.43
51 O 0.07
52 O 0.05
53 H 0.10
54 H 0.10
55 H 0.07
56 C 0.08
57 N -0.43
58 O 0.07
59 O 0.07
60 H 0.12
61 H 0.11
62 H 0.07
63 C -0.03
64 O 0.00
65 C -0.63
66 O 0.12
67 O 0.01
68 C -0.03
69 H 0.09
70 H 0.10
71 H 0.09
72 H 0.09
73 H 0.09
74 H 0.10
75 C -0.04
76 O 0.00
77 C -0.61
78 O 0.12
79 O 0.00
80 C -0.04
81 H 0.10
82 H 0.09
83 H 0.08
84 H 0.10
85 H 0.09
86 H 0.10
87 C -0.03
88 O 0.03
89 C -0.62
90 O 0.11
91 O -0.01
92 C -0.05
93 H 0.10
94 H 0.10
95 H 0.07
96 H 0.09
97 H 0.09
98 H 0.10
99 C -0.05

---

# 2
C26H51Cl3GaN2O6PSi | wB97M-V/def2-TZVPD

XYZ file:
```
91
Properties=species:S:1:pos:R:3:forces:R:3
C 3.20359 -2.46387 -3.43867 0.0 -0.3 0.0
C 2.92518 -1.59845 -4.62895 0.1 0.4 -0.8
H 2.51562 -3.32125 -3.43895 0.1 0.2 0.1
H 3.11486 -1.91029 -2.50635 0.0 -0.1 0.0
H 4.22073 -2.88028 -3.50383 -0.2 0.1 0.1
C 2.76154 -2.14550 -5.84492 -0.2 0.4 0.1
C 2.79997 -3.60318 -6.19196 -0.1 -0.5 -0.2
H 2.56937 -1.50750 -6.71493 0.4 -0.1 0.4
H 2.21184 -4.25085 -5.52504 0.1 0.3 0.0
H 3.82363 -4.01487 -6.20904 -0.2 0.2 0.1
H 2.39954 -3.74193 -7.20508 0.1 0.0 0.2
Ga 3.31086 1.19294 -1.62013 -0.4 -0.6 0.3
Cl 3.89663 -0.18776 -0.05990 0.1 0.1 0.0
Cl 4.24914 3.09443 -1.90935 0.3 0.6 0.1
C 1.49020 2.90998 -0.14458 -0.2 -1.4 -1.0
O 1.58093 1.77007 -0.73245 0.0 1.7 1.2
N 0.39812 3.37210 0.44372 0.2 -0.2 0.3
C -0.72133 2.54763 0.91607 -0.4 -0.3 -0.4
C 0.30255 4.82358 0.63337 0.5 0.3 -0.1
H 2.33846 3.60667 -0.12997 -0.1 -0.1 -0.3
H -0.36901 1.63582 1.42280 -0.1 0.3 -0.4
H -1.39682 2.29242 0.08064 0.3 0.0 0.4
H -1.28777 3.14878 1.63860 0.2 -0.3 -0.2
H 1.18330 5.19520 1.17595 -0.3 -0.1 -0.1
H -0.60316 5.06338 1.19625 0.3 -0.1 -0.1
H 0.27477 5.32477 -0.34493 -0.1 -0.1 0.3
H -0.16417 -5.38957 3.18156 -0.2 -0.1 -0.1
H -0.81887 -3.72710 0.23344 -0.3 -0.1 0.1
C -1.23200 -5.17796 3.01873 0.3 0.2 0.3
C -1.68644 -4.07103 0.81666 0.0 0.2 -0.1
N -1.42429 -3.96470 2.24261 0.1 0.2 0.0
H -1.70793 -5.05906 4.00113 0.1 -0.2 -0.2
C -1.16510 -2.75014 2.78079 -0.2 0.9 -1.0
O -1.28848 -1.68017 2.16560 0.1 -1.6 0.9
H -2.55048 -3.44552 0.55000 0.3 -0.2 0.0
H -0.81044 -2.80659 3.82585 -0.2 0.1 -0.1
H -1.68655 -6.01316 2.47957 0.1 0.1 0.3
H -1.88316 -5.12595 0.59581 0.0 0.3 -0.1
O 3.27516 0.32330 -3.15171 -0.6 -0.3 -0.3
C 3.14118 -0.05625 -4.49470 -0.1 -0.4 0.2
C 1.15644 0.35381 -6.12305 0.0 0.1 -0.2
C 2.18672 0.85935 -5.31804 0.1 -0.5 0.2
H 0.84113 -0.68818 -6.01774 0.3 0.5 -0.1
C 0.55703 1.14608 -7.11033 0.1 0.2 0.2
H 4.15026 0.05399 -4.93058 -0.3 0.3 -0.1
C 2.46147 2.23239 -5.34741 -0.2 -0.2 -0.4
H -0.18091 0.70786 -7.80046 0.4 0.3 0.4
C 0.94410 2.48215 -7.23064 0.0 0.1 0.1
C 1.85021 3.03931 -6.31210 -0.1 -0.3 0.0
H 3.17007 2.64119 -4.62302 -0.1 -0.1 -0.4
H 0.53470 3.09884 -8.03447 0.1 -0.2 0.3
H 2.12066 4.09226 -6.38150 -0.1 -0.2 0.0
Si -1.70037 0.04165 -2.74523 1.0 1.4 -0.3
Cl -0.90750 -1.49921 -1.66650 0.9 -0.8 0.2
C -1.69566 -0.57814 -4.51640 -0.7 -0.3 0.1
C -0.62747 1.57935 -3.06408 0.3 -0.2 0.4
C -2.96738 0.48205 -1.44390 -0.4 0.2 0.1
H -1.67479 0.24588 -5.23675 -0.2 -0.1 0.2
H -2.54097 -1.23630 -4.73154 0.3 -0.2 -0.2
H -0.72926 -1.10739 -4.61713 -0.6 0.0 0.1
H -3.75435 -0.27501 -1.41487 -0.2 0.2 0.1
H -3.37959 1.49146 -1.53732 -0.2 -0.2 -0.1
H -2.44505 0.43588 -0.45941 -0.2 -0.1 -0.8
H -0.77085 1.87379 -4.11562 0.1 0.0 0.4
H 0.43774 1.29776 -2.93566 -0.5 0.3 -0.1
H -0.86476 2.44589 -2.42333 0.2 -0.3 -0.1
C -4.17384 0.06109 4.36130 -0.2 -0.3 0.0
C -3.19078 1.16491 4.60914 1.4 0.3 -0.1
O -1.89966 0.91864 3.93827 -0.5 -0.3 0.8
P -0.67933 0.00792 4.52515 0.6 0.4 -0.1
O -1.41589 -1.13908 5.43923 -0.3 -0.1 0.7
C -1.41422 -1.35866 6.88609 0.2 -0.1 -1.0
C -2.31049 -0.40820 7.61960 -0.1 0.3 0.4
O -0.09683 1.00941 5.72178 -0.1 -0.1 0.2
C 1.27307 0.84735 6.15189 -0.4 0.1 -0.2
C 1.62309 2.02683 7.02837 0.1 0.1 0.1
H -4.30526 -0.12014 3.29073 0.1 0.0 0.1
H -5.14125 0.35899 4.76888 -0.1 0.0 0.0
H -3.85637 -0.86260 4.85526 -0.1 0.1 -0.2
H -3.52744 2.11378 4.18672 0.0 -0.1 0.1
H -2.98160 1.31140 5.67524 -0.2 0.0 -0.2
H -1.77528 -2.38462 6.99766 0.1 0.1 0.0
H -0.38617 -1.33021 7.27027 -0.2 0.1 -0.1
H -3.32459 -0.41994 7.21485 0.1 0.0 0.0
H -2.36509 -0.71984 8.66570 0.0 0.0 0.0
H -1.90797 0.60615 7.58775 -0.1 -0.1 0.0
H 1.38731 -0.09379 6.71323 0.0 0.2 -0.2
H 1.93934 0.81696 5.27757 -0.2 -0.1 0.1
H 0.95857 2.09008 7.89489 0.1 0.0 -0.1
H 2.64867 1.91519 7.38649 0.0 0.0 0.0
H 1.55920 2.96350 6.46730 -0.1 -0.1 0.1
```
Positions in Å, forces in eV/Å.

Its total energy is -5518.645315 hartree. As for the gap between HOMO and LUMO: 8.5584 eV. The energy above the lowest of the compared OMol25 structures with the same formula, charge and spin is 0.0000 eV.

Quick look at the Löwdin charges, all values in e:
1 C -0.04
2 C -0.21
3 H 0.08
4 H 0.05
5 H 0.10
6 C -0.15
7 C -0.11
8 H 0.10
9 H 0.07
10 H 0.08
11 H 0.07
12 Ga -0.32
13 Cl 0.21
14 Cl 0.27
15 C -0.24
16 O -0.09
17 N -0.15
18 C 0.01
19 C -0.02
20 H 0.11
21 H 0.11
22 H 0.08
23 H 0.09
24 H 0.10
25 H 0.09
26 H 0.10
27 H 0.09
28 H 0.07
29 C -0.06
30 C -0.06
31 N -0.20
32 H 0.09
33 C -0.34
34 O -0.05
35 H 0.09
36 H 0.12
37 H 0.08
38 H 0.08
39 O -0.24
40 C -0.28
41 C -0.08
42 C -0.14
43 H 0.09
44 C -0.09
45 H 0.16
46 C -0.04
47 H 0.11
48 C -0.10
49 C -0.08
50 H 0.09
51 H 0.10
52 H 0.10
53 Si 0.15
54 Cl 0.39
55 C -0.21
56 C -0.18
57 C -0.25
58 H 0.02
59 H 0.03
60 H 0.02
61 H 0.02
62 H 0.03
63 H 0.02
64 H 0.03
65 H 0.02
66 H 0.02
67 C -0.09
68 C -0.26
69 O -0.34
70 P 0.89
71 O -0.36
72 C -0.25
73 C -0.09
74 O -0.35
75 C -0.32
76 C -0.09
77 H 0.08
78 H 0.08
79 H 0.07
80 H 0.11
81 H 0.09
82 H 0.12
83 H 0.10
84 H 0.07
85 H 0.08
86 H 0.07
87 H 0.10
88 H 0.11
89 H 0.08
90 H 0.08
91 H 0.08